[1]
C38H40AlBr2N3OPSi | wB97M-V/def2-TZVPD

The calculation puts the HOMO energy at -9.29 eV. For the gap between HOMO and LUMO, the calculation gives 5.69 eV. The LUMO energy is -3.60 eV. The maximum force comes out at 0.4 eV/Å.

Structure (ORCA input):
```
! wB97M-V def2-TZVPD RIJCOSX def2/J DEFGRID3
* xyz 1 1
Al 0.1279 0.0236 -0.1316
Br 0.3164 -1.3968 6.5294
C 0.3691 -1.0772 4.6822
C 1.3025 -0.2024 4.1546
C 1.2684 0.0332 2.7929
N 0.3737 -0.5458 1.9959
C -0.4749 -1.4318 2.4986
C -0.5221 -1.7289 3.8469
C -1.3152 -2.0851 1.4605
C -2.1817 -3.1242 1.7271
C -2.8439 -3.7289 0.6683
Br -4.0231 -5.1427 0.9984
C -2.6258 -3.2872 -0.6209
C -1.7600 -2.2276 -0.8009
N -1.1161 -1.6295 0.2111
H 2.0399 0.2750 4.7866
H 1.9861 0.6897 2.3073
H -1.2291 -2.4407 4.2480
H -2.3340 -3.4786 2.7369
H -3.1184 -3.7486 -1.4669
H -1.5757 -1.8242 -1.7845
C 2.3249 -2.5194 0.5633
C 2.8323 -1.1310 0.2687
C 4.1402 -0.7281 0.2178
C 4.1554 0.6308 -0.2003
C 2.8543 1.0058 -0.4039
C 2.3466 2.3207 -0.9407
N 2.0205 -0.0590 -0.0927
H 3.0722 -3.2509 0.2595
H 1.4142 -2.7434 0.0029
H 2.1228 -2.6942 1.6255
H 5.0007 -1.3521 0.4236
H 5.0270 1.2528 -0.3610
H 2.8666 3.1551 -0.4714
H 1.2760 2.4510 -0.7676
H 2.5124 2.3977 -2.0190
C -1.4639 2.8471 -2.6849
Si -1.7419 0.9969 -2.7835
C -3.2896 0.4173 -1.8624
C -2.0663 0.5949 -4.5800
C -0.2446 0.1664 -2.0777
H -2.3614 3.4217 -2.9409
H -0.6783 3.1205 -3.4003
H -1.1321 3.1609 -1.6922
H -4.1694 1.0164 -2.1259
H -3.1682 0.4367 -0.7713
H -3.5146 -0.6191 -2.1448
H -2.9721 1.1112 -4.9185
H -2.2193 -0.4794 -4.7362
H -1.2403 0.9113 -5.2263
H 0.6102 0.7458 -2.4540
H -0.1108 -0.8080 -2.5687
O -0.7105 1.5139 0.6145
P -1.0012 2.6256 1.6252
C -2.1618 3.8540 1.0300
C -2.0827 5.1675 1.4974
C -3.0680 6.0801 1.1507
C -4.1285 5.6866 0.3448
C -4.2148 4.3757 -0.1078
C -3.2375 3.4581 0.2377
C -1.8361 1.9193 3.0486
C -1.8414 2.5543 4.2925
C -2.5969 2.0312 5.3301
C -3.3694 0.8941 5.1255
C -3.3956 0.2830 3.8789
C -2.6262 0.7893 2.8414
C 0.4909 3.4927 2.0948
C 1.1662 3.2574 3.2933
C 2.3564 3.9163 3.5564
C 2.8734 4.8117 2.6295
C 2.2017 5.0545 1.4379
C 1.0126 4.3981 1.1668
H -1.2584 5.4804 2.1263
H -3.0061 7.1009 1.5091
H -4.8916 6.4044 0.0692
H -5.0445 4.0691 -0.7347
H -3.3027 2.4369 -0.1160
H -1.2720 3.4644 4.4469
H -2.5943 2.5190 6.2977
H -3.9634 0.4909 5.9357
H -4.0217 -0.5871 3.7107
H -2.6529 0.3231 1.8608
H 0.7638 2.5605 4.0177
H 2.8794 3.7376 4.4879
H 3.8066 5.3206 2.8347
H 2.6056 5.7553 0.7177
H 0.4903 4.5899 0.2353
*
```

How is the electron density shared among the atoms? According to Löwdin, the charges in e are: number 1, Al, carries 0.17; number 2, Br, carries 0.83; number 3, C, carries -0.66; number 4, C, carries -0.07; number 5, C, carries -0.07; number 6, N, carries 0.10; number 7, C, carries -0.21; number 8, C, carries -0.04; number 9, C, carries -0.17; number 10, C, carries -0.03; number 11, C, carries -0.66; number 12, Br, carries 0.85; number 13, C, carries -0.06; number 14, C, carries -0.07; number 15, N, carries 0.11; number 16, H, carries 0.12; number 17, H, carries 0.13; number 18, H, carries 0.11; number 19, H, carries 0.11; number 20, H, carries 0.12; number 21, H, carries 0.09; number 22, C, carries -0.03; number 23, C, carries -0.35; number 24, C, carries -0.06; number 25, C, carries -0.06; number 26, C, carries -0.33; number 27, C, carries -0.03; number 28, N, carries 0.01; number 29, H, carries 0.08; number 30, H, carries 0.06; number 31, H, carries 0.07; number 32, H, carries 0.10; number 33, H, carries 0.10; number 34, H, carries 0.07; number 35, H, carries 0.04; number 36, H, carries 0.09; number 37, C, carries -0.17; number 38, Si, carries 0.42; number 39, C, carries -0.18; number 40, C, carries -0.18; number 41, C, carries -0.26; number 42, H, carries 0.04; number 43, H, carries 0.04; number 44, H, carries 0.00; number 45, H, carries 0.04; number 46, H, carries 0.00; number 47, H, carries 0.03; number 48, H, carries 0.04; number 49, H, carries 0.03; number 50, H, carries 0.04; number 51, H, carries 0.03; number 52, H, carries 0.03; number 53, O, carries -0.23; number 54, P, carries 0.92; number 55, C, carries -0.27; number 56, C, carries -0.07; number 57, C, carries -0.06; number 58, C, carries -0.05; number 59, C, carries -0.05; number 60, C, carries -0.07; number 61, C, carries -0.25; number 62, C, carries -0.07; number 63, C, carries -0.05; number 64, C, carries -0.06; number 65, C, carries -0.06; number 66, C, carries -0.08; number 67, C, carries -0.27; number 68, C, carries -0.09; number 69, C, carries -0.05; number 70, C, carries -0.04; number 71, C, carries -0.06; number 72, C, carries -0.10; number 73, H, carries 0.11; number 74, H, carries 0.11; number 75, H, carries 0.11; number 76, H, carries 0.12; number 77, H, carries 0.08; number 78, H, carries 0.11; number 79, H, carries 0.12; number 80, H, carries 0.11; number 81, H, carries 0.11; number 82, H, carries 0.10; number 83, H, carries 0.09; number 84, H, carries 0.11; number 85, H, carries 0.12; number 86, H, carries 0.12; number 87, H, carries 0.12

[2]
C38H40As2FeNO4P | wB97M-V/def2-TZVPD

The calculation puts the HOMO energy (spin up / spin down) at -6.77 / -6.77 eV. For the gap between HOMO and LUMO (spin up / spin down), the calculation gives 6.69 / 6.69 eV. The LUMO energy (spin up / spin down) is -0.08 / -0.08 eV. The maximum force comes out at 1.2 eV/Å.

Structure (ORCA input):
```
! wB97M-V def2-TZVPD RIJCOSX def2/J DEFGRID3
* xyz 0 1
Fe 0.7977 -0.0284 0.0393
O 1.0111 0.6114 1.9816
C 1.9222 0.2693 2.7502
C 3.2062 -0.2251 2.3662
C 4.1372 -0.5000 3.3773
C 5.4228 -0.8502 3.0513
C 5.8321 -0.9278 1.7068
C 4.9410 -0.6635 0.7106
C 3.5790 -0.3211 0.9858
O 2.7837 -0.1222 0.0167
N 6.3782 -1.1237 4.1009
O 5.9898 -1.0742 5.2563
O 7.5242 -1.3828 3.7750
H 1.7484 0.3955 3.8273
H 3.8479 -0.4256 4.4167
H 6.8542 -1.1998 1.4888
H 5.2325 -0.7288 -0.3290
C 0.0821 -1.9186 -3.2462
As 0.9678 -0.4782 -2.2869
C 2.7816 -0.8386 -2.8984
C 0.5330 1.1184 -3.3387
C 0.2186 1.0757 -4.6924
C -0.2006 2.2206 -5.3538
C -0.3049 3.4185 -4.6644
C 0.0263 3.4764 -3.3195
C 0.4477 2.3349 -2.6485
As 0.9339 2.3275 -0.7546
C 0.1704 4.0056 -0.1084
C 2.7921 2.9097 -0.9023
H 0.4840 -2.0081 -4.2560
H -0.9934 -1.7659 -3.2868
H 0.2750 -2.8387 -2.6984
H 2.8216 -0.7667 -3.9863
H 3.0501 -1.8478 -2.5843
H 3.4786 -0.1420 -2.4437
H 0.2751 0.1395 -5.2358
H -0.4571 2.1754 -6.4044
H -0.6443 4.3100 -5.1748
H -0.0555 4.4209 -2.7954
H 0.6420 4.8549 -0.6036
H 0.3571 4.0692 0.9637
H -0.9061 4.0327 -0.2746
H 2.8574 3.7955 -1.5346
H 3.3901 2.1039 -1.3188
H 3.1722 3.1374 0.0939
C -2.6688 0.3968 -2.3014
C -3.5835 0.6385 -1.1445
C -4.8457 1.1750 -1.3712
C -5.7623 1.3230 -0.3451
C -5.4225 0.9127 0.9330
C -4.1623 0.3911 1.1737
C -3.2142 0.2730 0.1557
P -1.5440 -0.4295 0.5158
C -1.6099 -0.5680 2.3502
C -1.5659 -1.8316 2.9330
C -1.4864 -1.9825 4.3095
C -1.4633 -0.8614 5.1195
C -1.5128 0.4007 4.5460
C -1.5766 0.5682 3.1699
C -1.5903 1.9541 2.5987
C -1.6762 -2.1348 -0.0545
C -2.8674 -2.7478 -0.4285
C -2.8653 -4.0324 -0.9431
C -1.6510 -4.7114 -1.0578
C -0.4711 -4.1286 -0.6499
C -0.4404 -2.8216 -0.1213
C 0.7767 -2.1687 0.2832
H -2.9731 0.9647 -3.1803
H -2.6716 -0.6655 -2.5585
H -1.6459 0.6760 -2.0507
H -5.1130 1.4676 -2.3788
H -6.7398 1.7403 -0.5465
H -6.1329 0.9955 1.7447
H -3.9170 0.0670 2.1756
H -1.5856 -2.7113 2.3027
H -1.4440 -2.9736 4.7411
H -1.4061 -0.9640 6.1948
H -1.4855 1.2792 5.1789
H -1.0205 2.6322 3.2338
H -2.6081 2.3419 2.5136
H -1.1483 1.9688 1.6021
H -3.7993 -2.2024 -0.3404
H -3.7895 -4.5012 -1.2521
H -1.6343 -5.7147 -1.4648
H 0.4590 -4.6792 -0.7279
H 1.7116 -2.6960 0.1262
H 0.7439 -1.6654 1.2481
*
```

How is the electron density shared among the atoms? According to Löwdin, the charges in e are: number 1, Fe, carries -0.09; number 2, O, carries -0.10; number 3, C, carries -0.13; number 4, C, carries -0.11; number 5, C, carries 0.06; number 6, C, carries -0.16; number 7, C, carries 0.01; number 8, C, carries 0.02; number 9, C, carries -0.32; number 10, O, carries -0.17; number 11, N, carries -0.37; number 12, O, carries 0.06; number 13, O, carries 0.06; number 14, H, carries 0.14; number 15, H, carries 0.13; number 16, H, carries 0.12; number 17, H, carries 0.11; number 18, C, carries -0.23; number 19, As, carries 1.19; number 20, C, carries -0.25; number 21, C, carries -0.40; number 22, C, carries -0.10; number 23, C, carries -0.08; number 24, C, carries -0.08; number 25, C, carries -0.10; number 26, C, carries -0.40; number 27, As, carries 1.19; number 28, C, carries -0.28; number 29, C, carries -0.26; number 30, H, carries 0.03; number 31, H, carries 0.02; number 32, H, carries 0.02; number 33, H, carries 0.03; number 34, H, carries 0.04; number 35, H, carries 0.01; number 36, H, carries 0.10; number 37, H, carries 0.10; number 38, H, carries 0.10; number 39, H, carries 0.09; number 40, H, carries 0.03; number 41, H, carries 0.02; number 42, H, carries 0.03; number 43, H, carries 0.03; number 44, H, carries 0.01; number 45, H, carries 0.04; number 46, C, carries -0.05; number 47, C, carries -0.27; number 48, C, carries -0.05; number 49, C, carries -0.08; number 50, C, carries -0.08; number 51, C, carries -0.09; number 52, C, carries -0.28; number 53, P, carries 1.12; number 54, C, carries -0.31; number 55, C, carries -0.06; number 56, C, carries -0.07; number 57, C, carries -0.08; number 58, C, carries -0.05; number 59, C, carries -0.30; number 60, C, carries -0.06; number 61, C, carries -0.34; number 62, C, carries -0.09; number 63, C, carries -0.10; number 64, C, carries -0.09; number 65, C, carries -0.07; number 66, C, carries -0.36; number 67, C, carries -0.17; number 68, H, carries 0.09; number 69, H, carries 0.08; number 70, H, carries 0.03; number 71, H, carries 0.11; number 72, H, carries 0.10; number 73, H, carries 0.10; number 74, H, carries 0.10; number 75, H, carries 0.11; number 76, H, carries 0.10; number 77, H, carries 0.10; number 78, H, carries 0.11; number 79, H, carries 0.09; number 80, H, carries 0.09; number 81, H, carries 0.03; number 82, H, carries 0.11; number 83, H, carries 0.09; number 84, H, carries 0.10; number 85, H, carries 0.11; number 86, H, carries 0.07; number 87, H, carries 0.03

- Which of these has the highest maximum force?
  C38H40As2FeNO4P

- maximum force of number 1 (C38H40AlBr2N3OPSi)?
  0.4 eV/Å

- Among the records above, which one has the lowest maximum force?
  C38H40AlBr2N3OPSi

- Which of these has the highest maximum force?
  C38H40As2FeNO4P